ORCA calculation (ωB97M-V with the def2-TZVPD basis set) on a cluster of 2 separate species, C4H13NS in total.

HOMO: -8.85 eV
Gap between HOMO and LUMO: 9.62 eV
SMILES: CCN.CCS
Net charge: 0

CARTESIAN COORDINATES (ANGSTROEM)
C -3.087 -0.285 0.681
C -2.266 -0.706 -0.568
N -1.467 -1.941 -0.413
H -3.747 0.499 0.327
H -3.538 -1.208 1.055
H -2.452 0.100 1.486
H -3.020 -0.986 -1.298
H -1.636 0.142 -0.823
H -1.923 -2.842 -0.388
H -1.008 -1.840 0.484
C 2.578 -0.148 1.337
C 1.433 0.750 0.846
S 1.402 1.274 -0.973
H 3.244 0.548 1.857
H 3.149 -0.474 0.465
H 2.303 -1.007 1.948
H 1.568 1.696 1.349
H 0.418 0.387 1.009
H 2.205 0.953 -2.038